1.
{
  "formula": "C56H91BN13O8",
  "method": "wB97M-V/def2-TZVPD",
  "elements": ["O", "C", "O", "B", "O", "C", "O", "O", "C", "O", "C", "O", "O", "C", "C", "C", "C", "N", "H", "H", "H", "H", "H", "H", "H", "C", "C", "C", "C", "N", "H", "H", "H", "H", "H", "H", "H", "C", "C", "C", "C", "N", "H", "H", "H", "H", "H", "H", "H", "C", "C", "C", "C", "N", "H", "H", "H", "H", "H", "H", "H", "C", "C", "C", "C", "N", "H", "H", "H", "H", "H", "H", "H", "C", "C", "C", "C", "N", "H", "H", "H", "H", "H", "H", "H", "C", "C", "C", "C", "N", "H", "H", "H", "H", "H", "H", "H", "C", "C", "C", "C", "N", "H", "H", "H", "H", "H", "H", "H", "C", "C", "C", "C", "N", "H", "H", "H", "H", "H", "H", "H", "C", "C", "C", "C", "N", "H", "H", "H", "H", "H", "H", "H", "C", "C", "C", "C", "N", "H", "H", "H", "H", "H", "H", "H", "C", "C", "C", "C", "N", "H", "H", "H", "H", "H", "H", "H", "C", "C", "C", "C", "N", "H", "H", "H", "H", "H", "H", "H"],
  "positions_angstrom": [[-0.74249, 1.71568, -4.39116], [-0.51781, 1.51963, -3.18762], [-0.77567, 0.39622, -2.50924], [-0.33533, 0.53493, -1.10501], [0.04584, 1.98628, -0.95862], [-0.03677, 2.56326, -2.15293], [0.26971, 3.72595, -2.40054], [0.78821, -0.33834, -0.80533], [0.48658, -1.17344, 0.14594], [1.18211, -2.06447, 0.62819], [-0.95437, -0.83016, 0.60762], [-1.38613, 0.15199, -0.14121], [-1.53098, -1.36298, 1.55493], [0.55075, 0.40861, 8.49120], [1.12539, 0.96336, 9.77990], [0.93726, 2.48921, 9.77289], [1.80242, 3.15267, 8.80414], [2.52365, 3.67774, 8.03468], [1.29021, 0.49519, 7.69508], [-0.32890, 0.96676, 8.17062], [0.34383, -0.66134, 8.46922], [2.11556, 0.55353, 9.97914], [0.48389, 0.54718, 10.55667], [1.01840, 2.89426, 10.78158], [-0.09741, 2.62581, 9.45843], [0.08655, 9.55375, 2.66363], [-1.02480, 8.83571, 1.82114], [-1.55119, 9.52513, 0.56163], [-2.29188, 10.75240, 0.94750], [-2.90730, 11.64779, 1.22346], [0.37251, 9.01674, 3.56803], [-0.41959, 10.47607, 2.94870], [0.94829, 9.80724, 2.04618], [-1.87745, 8.61015, 2.46162], [-0.59582, 7.86184, 1.58525], [-2.29279, 8.88477, 0.08405], [-0.76597, 9.82632, -0.13177], [7.62400, -10.16720, 2.53356], [6.12962, -9.90825, 2.16463], [5.69918, -10.24975, 0.76422], [5.82575, -11.62893, 0.41650], [6.00458, -12.75058, 0.13314], [7.90937, -9.77816, 3.51096], [8.20728, -9.76855, 1.70352], [7.73316, -11.25067, 2.58130], [5.94711, -8.84802, 2.33992], [5.51363, -10.44756, 2.88421], [6.28939, -9.62210, 0.09654], [4.64910, -10.01616, 0.58852], [-2.69339, -7.84861, -2.10086], [-3.83717, -6.94152, -2.46845], [-3.45175, -6.03082, -3.63820], [-4.56686, -5.20760, -4.04609], [-5.50576, -4.62058, -4.37513], [-2.96407, -8.69159, -1.46507], [-1.88673, -7.26392, -1.65867], [-2.19059, -8.33989, -2.93389], [-4.11393, -6.28126, -1.64652], [-4.74558, -7.48532, -2.72765], [-3.06271, -6.59122, -4.48832], [-2.59094, -5.44601, -3.31401], [2.03370, -6.61299, 9.99608], [2.22097, -6.68995, 8.46554], [1.00575, -7.23257, 7.68099], [0.31970, -8.40639, 8.24963], [-0.21936, -9.29441, 8.74294], [1.06623, -6.17629, 10.24386], [2.80169, -5.99873, 10.46615], [2.04853, -7.63997, 10.36104], [3.09258, -7.32135, 8.29310], [2.49308, -5.71612, 8.05848], [1.26378, -7.49361, 6.65464], [0.25113, -6.44942, 7.60799], [-9.00335, -2.96201, 1.19378], [-10.34686, -2.42835, 1.72801], [-10.94551, -1.38503, 0.73640], [-11.16620, -1.96757, -0.57484], [-11.34579, -2.46398, -1.63534], [-8.30899, -2.14827, 0.98453], [-9.07572, -3.60272, 0.31494], [-8.41880, -3.50289, 1.93799], [-10.17564, -1.98298, 2.70802], [-11.08837, -3.19083, 1.96652], [-10.28448, -0.52025, 0.67908], [-11.91970, -1.06886, 1.10937], [-4.23388, 2.32467, -13.90815], [-3.89525, 3.36083, -12.79008], [-4.87432, 3.30819, -11.59286], [-6.24863, 3.61985, -11.96567], [-7.32976, 3.85607, -12.33917], [-3.60578, 2.50704, -14.78013], [-5.27930, 2.34770, -14.21583], [-4.07790, 1.35546, -13.43444], [-4.00281, 4.38707, -13.14129], [-2.87516, 3.22788, -12.42973], [-4.62022, 4.07602, -10.86214], [-4.72756, 2.36010, -11.07548], [4.43995, 1.20595, -9.22152], [5.52846, 2.04649, -8.47850], [5.20299, 3.50317, -8.37106], [6.38850, 4.36340, -8.06909], [7.32007, 5.05284, -7.74971], [3.56271, 1.06914, -8.58919], [4.85732, 0.24916, -9.53529], [4.14280, 1.63910, -10.17661], [6.51670, 1.86355, -8.90042], [5.60526, 1.62498, -7.47624], [4.42128, 3.66280, -7.62839], [4.90728, 3.84863, -9.36167], [-5.94603, 3.00990, 5.54385], [-7.17415, 3.94090, 5.56131], [-7.41771, 4.69075, 6.86842], [-6.20215, 5.12549, 7.59532], [-5.28945, 5.48336, 8.13547], [-5.96680, 2.32786, 6.39384], [-4.97550, 3.50605, 5.54517], [-5.92739, 2.39149, 4.64645], [-8.08513, 3.37417, 5.36886], [-7.05511, 4.68887, 4.77744], [-8.01289, 4.05527, 7.52418], [-8.10286, 5.52358, 6.71006], [7.94205, -2.62857, 4.93505], [8.40642, -1.25392, 4.48619], [7.97100, -0.10347, 5.38271], [8.26437, -0.31023, 6.83626], [8.35822, -0.54659, 7.96439], [6.86456, -2.79157, 4.91198], [8.13241, -2.78606, 5.99668], [8.43306, -3.38107, 4.31799], [7.99252, -1.10734, 3.48855], [9.48696, -1.17394, 4.36725], [6.89306, 0.05755, 5.39719], [8.43595, 0.81691, 5.02939], [7.92496, -4.72948, -4.29717], [7.00736, -3.60330, -4.80545], [5.71424, -3.42475, -3.99589], [4.82938, -4.56631, -4.27824], [4.19308, -5.53320, -4.47174], [8.06165, -4.68417, -3.21672], [8.85629, -4.84232, -4.85213], [7.42202, -5.66294, -4.54975], [6.74753, -3.77988, -5.84920], [7.67335, -2.74043, -4.80927], [5.10687, -2.56629, -4.28267], [5.91389, -3.35310, -2.92673], [6.64856, 8.17978, 0.10733], [6.48725, 7.02428, 1.14596], [5.48021, 6.02423, 0.72824], [5.86880, 5.18627, -0.41615], [6.19584, 4.58090, -1.35438], [7.48949, 8.79275, 0.43168], [5.79891, 8.85678, 0.01857], [6.91206, 7.67942, -0.82450], [6.12764, 7.45085, 2.08235], [7.42553, 6.49619, 1.31582], [4.55320, 6.55316, 0.50690], [5.22012, 5.41588, 1.59447], [-7.76325, 3.32652, -3.25377], [-8.32691, 3.40363, -4.68507], [-9.45724, 4.45787, -4.83628], [-10.78240, 4.04111, -4.46234], [-11.85245, 3.68635, -4.09574], [-7.06756, 4.14991, -3.09211], [-7.25451, 2.37945, -3.07392], [-8.55621, 3.45610, -2.51720], [-8.61140, 2.40183, -5.00689], [-7.51885, 3.74159, -5.33386], [-9.48537, 4.73096, -5.89114], [-9.29013, 5.40607, -4.32530]],
  "homo_ev": -7.6,
  "charge": -1,
  "e_lumo_ev": 1.397,
  "energy_ha": -3527.1408,
  "orbital_gap_ha": 0.3313,
  "e_above_lowest_ev": 5.462
}



2.
{
  "formula": "C56H91N3O37S",
  "method": "wB97M-V/def2-TZVPD",
  "elements": ["C", "C", "O", "S", "O", "O", "O", "H", "H", "H", "H", "C", "C", "O", "C", "O", "O", "C", "H", "H", "H", "H", "H", "H", "H", "H", "C", "C", "O", "C", "O", "O", "C", "H", "H", "H", "H", "H", "H", "H", "H", "C", "C", "O", "C", "O", "O", "C", "H", "H", "H", "H", "H", "H", "H", "H", "C", "C", "O", "C", "O", "O", "C", "H", "H", "H", "H", "H", "H", "H", "H", "C", "C", "O", "C", "O", "O", "C", "H", "H", "H", "H", "H", "H", "H", "H", "C", "C", "O", "C", "O", "O", "C", "H", "H", "H", "H", "H", "H", "H", "H", "C", "C", "O", "C", "O", "O", "C", "H", "H", "H", "H", "H", "H", "H", "H", "C", "C", "O", "C", "O", "O", "C", "H", "H", "H", "H", "H", "H", "H", "H", "C", "C", "O", "C", "O", "O", "C", "H", "H", "H", "H", "H", "H", "H", "H", "C", "C", "C", "C", "C", "C", "N", "O", "O", "H", "H", "H", "H", "H", "C", "C", "C", "C", "C", "C", "N", "O", "O", "H", "H", "H", "H", "H", "C", "C", "C", "C", "C", "C", "N", "O", "O", "H", "H", "H", "H", "H"],
  "positions_angstrom": [[6.98938, 2.84700, 5.80206], [5.55851, 3.11266, 6.38997], [4.74038, 2.08520, 6.01490], [5.20171, 1.48469, 4.52096], [4.63848, 2.31485, 3.48616], [4.98978, 0.00299, 4.44234], [6.82848, 1.82808, 4.84297], [7.79314, 2.55240, 6.47681], [7.47746, 3.64129, 5.23728], [5.18728, 4.06779, 6.01849], [5.62438, 2.94988, 7.46574], [-0.92711, -1.38400, -1.24669], [-1.33616, -0.28884, -0.26990], [-0.57441, -0.37468, 0.90101], [0.70771, 0.12376, 0.88506], [1.30112, 0.64239, -0.06710], [1.18628, 0.03783, 2.07234], [2.43336, 0.59545, 2.45601], [0.13522, -1.51950, -1.44966], [-1.35350, -1.18456, -2.22981], [-1.35633, -2.37033, -1.07054], [-2.38448, -0.35913, 0.02023], [-1.14806, 0.72995, -0.60871], [3.24785, 0.04799, 1.98167], [2.55927, 0.69638, 3.53400], [2.55425, 1.55787, 1.95879], [2.10508, -3.62971, 0.13297], [2.40771, -3.41307, -1.33004], [3.83871, -3.36989, -1.42259], [4.46262, -4.38152, -1.88316], [3.99628, -5.40486, -2.31058], [5.77400, -4.18719, -1.65719], [6.75328, -5.21043, -1.96480], [1.14822, -3.25250, 0.49386], [2.72473, -3.07531, 0.83779], [2.11584, -4.70866, 0.28744], [1.96116, -2.44390, -1.55229], [1.96768, -4.15984, -1.99095], [6.49536, -6.18128, -1.54168], [7.70178, -5.05335, -1.45122], [7.02189, -5.24752, -3.02054], [-3.79205, 2.61637, 7.69918], [-4.06765, 1.52210, 6.73390], [-2.97760, 1.09401, 5.96636], [-2.52985, 1.87198, 4.90352], [-2.80295, 3.03635, 4.68324], [-1.64662, 1.16105, 4.20250], [-1.47205, -0.28630, 4.20681], [-3.37966, 3.51458, 7.23957], [-3.15178, 2.32736, 8.53263], [-4.66274, 3.01105, 8.22285], [-4.79640, 1.85950, 5.99690], [-4.52199, 0.72744, 7.32566], [-2.23851, -0.77348, 4.80955], [-0.52801, -0.55120, 4.68295], [-1.41918, -0.70650, 3.20245], [-0.83195, 4.01932, 0.46665], [-2.13667, 3.77871, 1.19246], [-2.61341, 5.00836, 1.72389], [-3.61127, 5.50832, 1.02718], [-4.24391, 4.97503, 0.10256], [-4.05713, 6.54199, 1.73630], [-5.10476, 7.42141, 1.30353], [0.00475, 3.65763, 1.06431], [-0.83192, 5.05178, 0.11720], [-0.86051, 3.50998, -0.49661], [-1.94042, 3.18420, 2.08473], [-2.89319, 3.19006, 0.67354], [-4.90488, 7.76683, 0.28921], [-5.07815, 8.34025, 1.88930], [-6.08515, 6.95458, 1.39845], [6.03976, -2.88391, 1.70646], [5.59636, -1.57556, 0.98186], [6.50857, -0.63161, 1.64375], [6.62966, 0.62816, 1.32658], [5.93778, 1.19200, 0.42533], [7.67360, 1.17854, 1.94657], [8.58682, 0.62423, 2.82269], [5.63321, -3.00903, 2.71004], [7.12206, -2.93934, 1.82336], [5.69786, -3.69016, 1.05748], [4.53854, -1.37932, 1.15677], [5.76983, -1.76786, -0.07693], [9.26821, 1.42223, 3.11765], [9.05768, -0.26666, 2.40712], [8.20805, 0.20745, 3.75592], [0.77363, -7.80050, -2.45517], [1.29452, -7.57598, -1.05715], [0.66328, -6.41878, -0.62841], [-0.55213, -6.42456, -0.12227], [-1.08653, -7.40006, 0.36365], [-0.96061, -5.17292, -0.16479], [-2.25969, -4.90215, 0.31205], [1.36855, -8.58498, -2.92290], [0.82729, -6.93192, -3.11151], [-0.24779, -8.17986, -2.48503], [2.35003, -7.31522, -0.97970], [1.17625, -8.44366, -0.40811], [-2.16321, -5.05972, 1.38627], [-3.11817, -5.30343, -0.22655], [-2.44189, -3.83198, 0.41018], [-2.22546, -5.27198, -3.63966], [-1.26678, -4.13257, -3.75479], [-1.28724, -3.76662, -5.09306], [-0.45704, -2.78201, -5.45059], [0.66929, -2.65738, -4.97735], [-1.02186, -2.04589, -6.36731], [-0.19260, -1.09104, -7.13616], [-2.39251, -5.43711, -2.57527], [-1.66989, -6.11740, -4.04548], [-3.13107, -5.07340, -4.21284], [-0.33822, -4.42135, -3.26237], [-1.70300, -3.24136, -3.30362], [0.87397, -1.11851, -6.91311], [-0.59885, -0.15253, -6.75900], [-0.33629, -1.28482, -8.19913], [4.36029, 3.94798, 0.00257], [3.00472, 3.54109, -0.73765], [2.80259, 4.55194, -1.67367], [1.63860, 4.54390, -2.35165], [0.83001, 3.58373, -2.28979], [1.47558, 5.71953, -3.08137], [2.46977, 6.79104, -2.98469], [5.13252, 4.05381, -0.75937], [4.59062, 3.18611, 0.74728], [4.30262, 4.73188, 0.75774], [2.11368, 3.52775, -0.10999], [3.11681, 2.58399, -1.24705], [2.48442, 7.57801, -3.73872], [3.53882, 6.58436, -2.93456], [2.25755, 7.33163, -2.06228], [-4.59340, 0.90778, 2.08968], [-5.26232, 2.28661, 1.94164], [-6.39048, 2.44586, 2.75060], [-7.58774, 1.73701, 2.42905], [-7.74844, 1.08744, 1.41359], [-8.46179, 1.75154, 3.41774], [-8.33166, 2.51584, 4.64233], [-5.33017, 0.13389, 1.87438], [-4.23191, 0.76570, 3.10814], [-3.78791, 0.89944, 1.35537], [-5.53158, 2.53291, 0.91453], [-4.54449, 3.06518, 2.19982], [-8.06129, 3.54905, 4.42445], [-7.60514, 2.09973, 5.34027], [-9.26266, 2.47171, 5.20748], [-8.48468, -2.98294, 0.36189], [-7.66425, -4.08623, 0.01294], [-6.48442, -3.98148, -0.67896], [-6.07076, -2.68136, -1.05548], [-6.92820, -1.54154, -0.80070], [-8.10850, -1.71270, -0.07226], [-4.70217, -2.50504, -1.66143], [-4.46797, -1.40803, -2.02080], [-3.96997, -3.44338, -1.72861], [-9.38132, -3.05906, 0.95908], [-7.83382, -5.06922, 0.42691], [-5.94505, -4.90608, -0.82247], [-6.53112, -0.57116, -1.05974], [-8.66317, -0.80103, 0.09385], [2.99848, 1.78080, -4.24907], [2.91491, 0.84625, -3.18967], [4.09660, 0.35673, -2.59013], [5.33567, 0.84264, -2.98237], [5.39463, 1.75672, -4.05090], [4.24263, 2.25191, -4.67317], [6.58827, 0.23504, -2.46086], [6.55500, -0.82898, -1.93507], [7.63949, 0.86102, -2.72311], [2.16342, 2.22612, -4.76941], [1.95513, 0.47323, -2.86395], [4.12909, -0.36904, -1.79100], [6.31044, 2.05698, -4.53829], [4.36381, 2.94151, -5.49547], [-1.19316, 1.72829, -4.75056], [-2.35560, 1.85840, -5.54188], [-3.59681, 1.83814, -4.98499], [-3.74659, 1.74138, -3.59369], [-2.55874, 1.70496, -2.81754], [-1.31912, 1.60731, -3.34041], [-5.12454, 1.77978, -2.97075], [-6.09760, 2.03533, -3.68169], [-5.13144, 1.39774, -1.77146], [-0.26816, 1.57843, -5.28751], [-2.17198, 1.84510, -6.60608], [-4.45899, 1.87429, -5.63441], [-2.59560, 1.66334, -1.73898], [-0.40765, 1.53801, -2.76523]],
  "homo_ev": -9.4,
  "charge": 0,
  "e_lumo_ev": -0.256,
  "energy_ha": -5534.3306,
  "orbital_gap_ha": 0.3354
}